No. 1
Entry from the OMol25 dataset: a structure of composition C31H39F18GeN2O6S2Si3Ti at a distorted geometry (ωB97M-V with the def2-TZVPD basis set).

CARTESIAN COORDINATES (ANGSTROEM)
Ti -0.177 1.028 0.458
C 0.594 4.529 -5.776
C 0.148 3.900 -4.487
C -1.066 4.223 -3.892
C -1.451 3.657 -2.697
C -0.642 2.729 -2.015
N -1.037 2.226 -0.801
C -2.146 2.694 -0.076
C -3.438 2.398 -0.512
C -4.538 2.770 0.231
C -4.382 3.433 1.445
C -5.567 3.807 2.289
C -3.096 3.710 1.889
C -1.967 3.339 1.166
C -0.542 3.624 1.677
O 0.336 2.619 1.366
C -0.044 4.941 1.005
F 0.233 4.746 -0.283
F 1.070 5.419 1.578
F -0.967 5.920 1.058
C -0.472 3.839 3.219
F -0.956 5.053 3.583
F -1.168 2.933 3.901
F 0.785 3.786 3.650
C 0.594 2.396 -2.610
C 0.948 2.988 -3.820
C 1.593 1.437 -1.971
O 1.097 0.726 -0.904
C 2.829 2.218 -1.431
F 3.787 1.368 -1.018
F 2.473 2.959 -0.385
F 3.399 3.044 -2.323
C 2.116 0.404 -3.041
F 1.265 0.244 -4.056
F 3.287 0.773 -3.599
F 2.314 -0.800 -2.496
H -0.245 5.003 -6.288
H 1.022 3.791 -6.456
H 1.352 5.298 -5.608
H -1.726 4.939 -4.372
H -2.392 3.949 -2.253
H -3.551 1.843 -1.434
H -5.533 2.519 -0.119
H -6.501 3.643 1.753
H -5.525 4.857 2.583
H -5.596 3.211 3.203
H -2.982 4.219 2.836
H 1.899 2.727 -4.268
F 1.265 1.049 3.808
C 0.636 -0.091 4.089
F -0.066 0.087 5.215
F 1.575 -1.021 4.342
S -0.525 -0.682 2.748
O 0.595 -0.748 1.575
O -1.111 0.653 2.315
N -1.261 -1.845 3.130
S -2.116 -1.697 0.066
O -1.566 -0.309 -0.213
O -2.488 -2.335 -1.202
C -3.798 -1.180 0.723
F -4.394 -2.265 1.252
F -3.742 -0.238 1.655
F -4.579 -0.736 -0.274
C 0.735 -4.070 3.701
Si 0.268 -4.301 1.891
C 1.265 -5.775 1.200
C -1.550 -4.760 1.798
Ge 0.915 -2.557 0.309
Si 0.072 -3.306 -1.872
C -1.064 -4.800 -1.785
C 1.755 -4.060 -2.329
C -0.471 -2.116 -3.207
Si 3.282 -2.038 0.812
C 3.889 -3.368 2.012
C 4.520 -2.112 -0.619
C 3.500 -0.374 1.658
H 1.204 -4.984 4.076
H -0.185 -3.874 4.251
H 1.397 -3.233 3.902
H 1.312 -6.548 1.975
H 2.293 -5.548 0.913
H 0.770 -6.221 0.336
H -1.672 -5.703 2.345
H -1.926 -4.911 0.786
H -2.147 -3.996 2.295
H -0.801 -5.495 -0.989
H -0.906 -5.326 -2.733
H -2.113 -4.534 -1.691
H 2.017 -4.912 -1.695
H 2.577 -3.352 -2.332
H 1.657 -4.446 -3.350
H -0.445 -1.083 -2.872
H -1.507 -2.333 -3.462
H 0.160 -2.220 -4.091
H 4.115 -4.307 1.503
H 3.224 -3.581 2.847
H 4.831 -2.991 2.428
H 4.424 -2.970 -1.280
H 5.507 -2.187 -0.147
H 4.507 -1.205 -1.221
H 3.284 -0.459 2.723
H 2.894 0.431 1.254
H 4.553 -0.099 1.537

Its gap between HOMO and LUMO is 7.27 eV. The total charge is -1. For the lowest unoccupied orbital energy, the calculation gives 1.9 eV.

No. 2
Entry from the OMol25 dataset: a cluster of 4 separate species, C31H39F26NO9P in total at a distorted geometry (ωB97M-V with the def2-TZVPD basis set).

CARTESIAN COORDINATES (ANGSTROEM)
C 4.018 0.308 0.402
C 3.560 1.002 1.751
C 3.986 0.267 3.112
N 2.902 2.132 1.865
C 1.537 2.061 1.276
O 1.039 0.693 1.136
P 0.371 0.660 -0.499
O -1.255 0.269 -0.047
C -1.818 1.067 0.988
C -3.235 1.626 0.432
C -3.057 2.758 -0.682
C -4.200 2.128 1.619
C -4.744 0.787 2.354
C -5.509 2.892 1.092
O 0.116 2.399 -0.752
C 1.052 3.082 0.127
C 2.060 3.767 -0.907
F 3.443 3.465 -0.680
F 1.826 3.238 -2.210
C 2.003 5.375 -0.896
F 2.322 5.779 0.408
F 3.110 5.783 -1.698
C 0.680 6.015 -1.506
F -0.297 5.069 -1.886
F 1.077 6.584 -2.754
C 0.059 7.247 -0.699
F -0.752 7.937 -1.639
F 1.047 8.199 -0.339
C -0.718 6.888 0.649
F 0.181 7.196 1.705
F -1.220 5.591 0.719
C -1.986 7.852 0.924
F -1.468 9.168 0.814
F -3.023 7.620 -0.009
C -2.635 7.701 2.366
F -4.028 7.472 2.204
F -2.165 6.660 3.157
C -2.556 9.032 3.281
F -1.259 9.372 3.636
F -3.306 10.085 2.770
F -3.200 8.673 4.491
H 3.904 0.992 -0.507
H 5.035 -0.192 0.452
H 3.265 -0.544 0.213
H 5.064 0.607 3.316
H 3.329 0.546 3.989
H 4.034 -0.865 2.997
H 0.890 2.404 2.169
H -0.015 0.534 -1.881
H 0.721 -0.740 -0.438
H 1.712 0.979 -0.986
H -2.072 0.389 1.873
H -1.199 1.921 1.392
H -3.736 0.720 -0.054
H -2.715 3.706 -0.136
H -4.052 3.023 -1.187
H -2.341 2.457 -1.513
H -3.670 2.807 2.358
H -3.908 0.325 2.962
H -5.095 0.094 1.511
H -5.681 1.013 2.969
H -6.403 2.797 1.807
H -5.311 4.014 0.952
H -5.819 2.458 0.090
H 0.659 3.962 0.732
C -1.682 -4.975 -0.117
C -1.200 -5.720 1.112
O -0.033 -5.094 1.664
C -0.255 -3.997 2.412
O -1.339 -3.534 2.633
C 1.060 -3.459 2.971
F 2.025 -3.387 2.036
F 1.545 -4.242 3.959
F 0.935 -2.229 3.482
H -0.876 -4.884 -0.849
H -2.523 -5.498 -0.578
H -2.001 -3.960 0.130
H -0.909 -6.735 0.833
H -1.987 -5.805 1.866
C 6.392 -1.446 -6.041
C 7.197 -1.615 -4.767
O 6.385 -1.369 -3.611
C 5.576 -2.377 -3.235
O 5.503 -3.434 -3.801
C 4.806 -1.999 -1.973
F 4.269 -0.768 -2.052
F 5.601 -2.008 -0.884
F 3.795 -2.841 -1.713
H 5.923 -0.459 -6.068
H 7.031 -1.558 -6.918
H 5.587 -2.181 -6.104
H 8.004 -0.880 -4.743
H 7.660 -2.604 -4.710
C -1.555 -10.858 -2.558
C -1.282 -10.436 -1.128
O -2.251 -9.474 -0.683
C -3.445 -9.970 -0.311
O -3.732 -11.135 -0.330
C -4.356 -8.848 0.179
F -4.359 -7.785 -0.649
F -3.982 -8.384 1.391
F -5.636 -9.231 0.300
H -1.599 -9.985 -3.213
H -0.773 -11.530 -2.917
H -2.516 -11.370 -2.646
H -0.308 -9.947 -1.069
H -1.253 -11.294 -0.452

Its gap between HOMO and LUMO is 6.56 eV. The total charge is -1. For the lowest unoccupied orbital energy, the calculation gives 1.8 eV.

No. 3
Entry from the OMol25 dataset: a structure of composition C31H39N11OSSr (ωB97M-V with the def2-TZVPD basis set).

CARTESIAN COORDINATES (ANGSTROEM)
Sr -0.362 0.134 1.319
C -1.167 -0.974 4.631
C -1.061 0.491 5.073
C 0.237 1.181 4.743
C 1.040 1.677 5.764
C 2.220 2.331 5.457
C 2.579 2.477 4.126
C 1.732 1.950 3.173
N 0.588 1.317 3.457
N -1.686 -1.224 3.265
C -3.122 -0.897 3.164
C -3.439 0.564 2.942
C -4.529 1.150 3.572
C -4.813 2.483 3.328
C -3.992 3.198 2.468
C -2.933 2.536 1.878
N -2.660 1.244 2.095
C -1.529 -2.664 2.995
C -1.780 -3.043 1.551
C -2.242 -4.314 1.237
C -2.412 -4.662 -0.092
C -2.127 -3.722 -1.074
C -1.676 -2.480 -0.675
N -1.499 -2.139 0.606
H -1.810 -1.503 5.348
H -0.178 -1.429 4.687
H -1.173 0.505 6.157
H -1.888 1.085 4.686
H 0.736 1.550 6.794
H 2.850 2.721 6.245
H 3.489 2.981 3.835
H 1.990 2.038 2.119
H -3.655 -1.254 4.054
H -3.531 -1.447 2.314
H -5.138 0.568 4.251
H -5.656 2.959 3.811
H -4.166 4.244 2.259
H -2.271 3.059 1.196
H -2.198 -3.258 3.632
H -0.507 -2.944 3.255
H -2.461 -5.020 2.027
H -2.767 -5.648 -0.358
H -2.255 -3.948 -2.123
H -1.435 -1.716 -1.407
N 2.477 1.279 -5.228
C 3.794 0.600 -5.248
C 3.606 -0.872 -4.872
C 3.258 -1.061 -3.399
N 1.885 -0.487 -3.151
C 4.289 -0.404 -2.491
C 4.545 1.069 -2.806
N 3.406 1.872 -2.317
C 4.784 1.281 -4.302
H 1.955 1.018 -6.060
H 2.608 2.283 -5.286
H 1.841 0.430 -3.640
H 4.228 0.638 -6.251
H 4.534 -1.414 -5.066
H 2.844 -1.330 -5.510
H 3.188 -2.119 -3.151
H 1.677 -0.388 -2.139
H 1.182 -1.101 -3.557
H 5.219 -0.962 -2.617
H 3.997 -0.521 -1.444
H 5.468 1.359 -2.294
H 3.530 2.839 -2.599
H 3.434 1.879 -1.302
H 5.776 0.887 -4.534
H 4.832 2.351 -4.523
O 1.329 -0.708 -0.411
N 1.773 -1.908 -0.650
C 2.054 -2.664 0.371
C 1.853 -2.170 1.702
N 1.633 -1.648 2.704
C 2.524 -3.994 0.132
N 2.892 -5.062 -0.070
S -2.565 2.031 -2.928
C -0.879 2.268 -3.068
C -0.259 1.873 -1.928
N -1.098 1.392 -0.948
C -2.341 1.432 -1.355
H -0.437 2.689 -3.955
H 0.808 1.915 -1.760
H -3.175 1.111 -0.747

Its gap between HOMO and LUMO is 9.42 eV. The total charge is +2. For the lowest unoccupied orbital energy, the calculation gives -4.7 eV.

No. 4
Entry from the OMol25 dataset: a structure of composition C31H39N4O3P2PtS at a distorted geometry (ωB97M-V with the def2-TZVPD basis set).

CARTESIAN COORDINATES (ANGSTROEM)
Pt -0.048 1.939 -0.644
C -2.380 1.164 2.108
P -2.059 1.204 0.322
C -1.576 -0.540 -0.015
N -2.270 -1.591 0.332
C -1.604 -2.742 -0.086
C -1.770 -4.045 0.356
C -1.040 -5.143 -0.104
C 0.032 -5.293 -1.077
C 0.877 -4.372 -1.588
C 0.809 -2.979 -1.070
N 1.663 -1.877 -1.599
C 1.122 -0.772 -1.256
P 1.917 0.893 -1.480
C 2.321 0.971 -3.249
C 3.553 0.886 -0.623
C 4.071 2.332 -0.689
C 4.525 -0.077 -1.303
C 3.339 0.489 0.832
C -3.723 1.646 -0.436
C -4.615 0.410 -0.525
C -3.581 2.291 -1.818
C -4.355 2.689 0.500
H -3.269 0.553 2.264
H -2.537 2.167 2.499
H -1.542 0.709 2.632
H -2.530 -4.229 1.105
H -1.361 -6.088 0.316
H 0.179 -6.316 -1.403
H 1.637 -4.659 -2.302
H 2.806 0.037 -3.533
H 2.995 1.808 -3.426
H 1.427 1.111 -3.849
H 4.357 2.621 -1.699
H 4.959 2.411 -0.061
H 3.341 3.048 -0.306
H 4.797 0.253 -2.305
H 4.130 -1.091 -1.365
H 5.440 -0.102 -0.709
H 2.700 1.202 1.345
H 4.300 0.482 1.346
H 2.906 -0.510 0.929
H -4.216 -0.324 -1.225
H -5.599 0.720 -0.881
H -4.744 -0.081 0.439
H -3.403 1.551 -2.593
H -2.787 3.041 -1.853
H -4.518 2.792 -2.060
H -4.627 2.276 1.467
H -5.270 3.050 0.029
H -3.706 3.553 0.655
C -1.730 -3.503 -3.014
C -1.209 -2.215 -2.443
C -1.410 -1.117 -3.196
C -1.117 0.320 -3.095
N -0.703 1.051 -2.180
C -0.169 -1.026 -0.444
C -0.564 -2.339 -1.071
H -2.490 -3.307 -3.768
H -2.162 -4.139 -2.244
H -0.922 -4.066 -3.483
H -1.925 -1.299 -4.131
H -1.341 0.845 -4.030
H 0.255 -1.304 0.540
H 1.084 -3.057 -0.005
O 3.721 3.900 4.006
S 2.291 3.869 4.026
O 1.565 4.705 4.928
N 1.715 4.067 2.494
C 1.144 2.997 2.071
O 0.583 2.959 0.912
C 1.145 1.826 3.004
C 0.685 0.534 2.817
C 0.819 -0.376 3.856
C 1.411 0.005 5.058
C 1.896 1.297 5.238
C 1.751 2.182 4.192
H 0.257 0.237 1.862
H 0.467 -1.392 3.736
H 1.505 -0.715 5.858
H 2.372 1.595 6.161

Its gap between HOMO and LUMO (spin up / spin down) is 4.76 / 2.97 eV. The total charge is +1. For the lowest unoccupied orbital energy (spin up / spin down), the calculation gives -5.8 / -6.6 eV.

No. 5
Entry from the OMol25 dataset: an isolated molecule of C31H39N5O3 at a distorted geometry (ωB97M-V with the def2-TZVPD basis set).

CARTESIAN COORDINATES (ANGSTROEM)
C -8.313 -0.929 0.188
C -7.687 -0.408 -1.102
N -6.544 0.445 -0.825
C -5.562 0.476 -1.901
C -4.765 -0.819 -2.010
C -6.925 1.777 -0.381
C -6.249 2.177 0.941
O -4.852 2.333 0.827
C -4.012 1.278 1.004
C -4.394 -0.010 1.371
C -3.449 -1.010 1.559
C -2.113 -0.725 1.366
C -1.727 0.576 0.986
C -2.656 1.576 0.812
C -0.268 0.628 0.885
N 0.334 1.733 0.652
N 1.665 1.840 0.717
C 2.348 2.943 0.298
O 1.872 3.893 -0.282
C 3.809 2.833 0.622
C 4.679 3.841 0.222
C 6.021 3.722 0.540
C 6.441 2.610 1.254
C 5.494 1.661 1.611
N 4.215 1.758 1.299
C 0.204 -0.744 1.148
C 1.465 -1.309 1.055
C 1.619 -2.672 1.313
O 2.810 -3.337 1.264
C 3.932 -2.716 0.671
C 3.804 -2.661 -0.874
N 4.581 -1.672 -1.577
C 4.110 -0.308 -1.423
C 4.664 0.630 -2.490
C 6.016 -1.864 -1.577
C 6.802 -1.322 -0.375
C 0.512 -3.445 1.669
C -0.754 -2.891 1.731
C -0.916 -1.546 1.454
H -8.680 -0.114 0.806
H -7.575 -1.489 0.755
H -9.147 -1.587 -0.044
H -7.341 -1.262 -1.685
H -8.452 0.117 -1.702
H -4.862 1.283 -1.678
H -6.040 0.701 -2.872
H -3.955 -0.682 -2.723
H -4.339 -1.072 -1.044
H -5.379 -1.648 -2.351
H -6.672 2.533 -1.135
H -8.005 1.825 -0.216
H -6.506 1.465 1.731
H -6.617 3.167 1.231
H -5.436 -0.257 1.485
H -3.769 -2.001 1.847
H -2.359 2.572 0.528
H 2.236 1.124 1.169
H 4.285 4.684 -0.324
H 6.728 4.482 0.239
H 7.476 2.477 1.527
H 5.771 0.775 2.170
H 2.318 -0.725 0.757
H 4.774 -3.349 0.964
H 4.092 -1.714 1.084
H 2.750 -2.481 -1.112
H 4.064 -3.644 -1.276
H 4.337 0.113 -0.430
H 3.021 -0.338 -1.534
H 4.523 0.196 -3.476
H 4.131 1.577 -2.445
H 5.721 0.828 -2.340
H 6.195 -2.939 -1.664
H 6.408 -1.393 -2.484
H 6.498 -1.801 0.550
H 6.662 -0.248 -0.274
H 7.861 -1.513 -0.529
H 0.671 -4.492 1.874
H -1.603 -3.510 1.978

Its gap between HOMO and LUMO is 7.04 eV. For the lowest unoccupied orbital energy, the calculation gives -0.3 eV.